17 unconnected molecules or ions with the total composition C68H187N17O17 at a distorted geometry. Source: the Open Molecules 2025 dataset; level of theory: ωB97M-V with the def2-TZVPD basis set.

Each line ends with the Mulliken charge.
Geometry (Å):
O: -6.55338 -6.46960 9.67309  -0.33
O: -8.64172 -5.81167 -0.16820  -0.31
O: 3.05421 -6.01561 11.17927  -0.27
O: -3.14346 -2.35593 -11.99539  -0.26
O: 3.32015 7.47050 -11.54051  -0.36
O: 1.15720 -7.36073 -2.71182  -0.30
O: 3.80454 -0.86841 -11.30542  -0.34
O: 3.48064 7.96162 3.23379  -0.31
O: -4.62217 4.61806 11.21762  -0.34
O: 0.49247 -9.34960 5.39892  -0.34
O: -7.27935 5.53057 -13.69950  -0.34
O: 12.17448 4.80203 -5.96590  -0.33
O: -6.84801 2.60360 1.65373  -0.33
O: 11.93228 -3.34301 -0.95724  -0.31
O: 3.64640 2.76219 11.92987  -0.32
O: -3.35668 9.24953 -3.55780  -0.33
O: 0.79921 -0.20641 0.48602  -0.30
N: 3.21508 4.58996 -9.03133  -0.76
N: -4.84211 5.83917 -3.98305  -0.77
N: 9.05681 -1.85757 -2.55721  -0.71
N: 5.63954 2.96944 15.06377  -0.71
N: -9.74658 0.12989 2.06461  -0.73
N: 5.92784 9.42054 3.22024  -0.77
N: 2.54771 -7.52890 5.37753  -0.76
N: 9.66373 4.69512 -5.08767  -0.76
N: -6.94819 3.38421 -10.61427  -0.75
N: -3.44193 -1.47848 -9.31736  -0.76
N: -0.16295 1.16218 -2.83299  -0.71
N: -10.28774 -5.99347 9.62452  -0.73
N: 5.13494 -8.01843 13.56300  -0.69
N: -10.81479 -6.25309 -3.16398  -0.68
N: -5.65723 6.34237 13.05313  -0.76
N: 4.09726 -2.07459 -8.66179  -0.68
N: 3.42987 -5.20851 -0.49776  -0.74
C: 11.69157 6.05373 -5.43993  -0.74
C: -0.18086 -7.82007 -2.83715  -0.74
C: 2.97404 -4.63402 10.79277  -0.80
C: -8.97354 -5.67843 10.15603  0.59
C: 0.77560 0.66928 -1.80020  0.48
C: -4.64449 5.45948 13.60150  0.21
C: 3.99996 8.45956 1.99451  -0.86
C: -10.39618 -6.39282 -1.80153  0.40
C: 1.70893 1.77809 -1.47139  -1.41
C: 3.47683 -0.26935 -12.60158  -0.75
C: -4.49734 4.23235 12.58135  -0.62
C: 1.82143 6.53865 -8.74648  -1.27
C: -4.28266 -2.77381 -11.30280  -0.70
C: -7.92670 -6.44047 9.28786  -0.77
C: -4.81144 -3.45346 -8.82306  -1.52
C: -5.97079 7.80629 -4.36350  -1.41
C: -6.60494 4.37410 -11.57834  0.54
C: 10.52149 5.66771 -4.44781  0.44
C: 10.23527 -2.66585 -2.58514  0.50
C: 13.15285 4.97126 -7.03798  -0.74
C: 3.81526 6.50244 -10.60015  -0.74
C: -5.10570 4.18382 -11.87553  -1.37
C: 4.09011 -7.08245 -1.78394  -1.35
C: 4.80544 2.93242 12.73899  -0.66
C: 4.86663 9.70609 2.31873  0.55
C: 4.10854 -6.24183 12.07084  -0.68
C: 11.00950 5.01176 -3.16146  -1.50
C: -8.81817 1.24274 2.42575  0.41
C: -3.99181 3.64253 10.35400  -0.82
C: 1.51449 -6.53239 -1.57537  -0.65
C: 4.51505 2.69144 14.20120  0.44
C: 3.73535 -2.75646 -9.91492  0.70
C: -7.77124 1.56099 1.30354  -0.65
C: 2.52741 6.86187 3.16112  -0.75
C: -10.84654 -7.84004 -1.33047  -1.37
C: -8.22704 0.85664 3.76943  -1.21
C: 4.01892 2.85371 10.53166  -0.70
C: -7.55328 4.38782 -12.81285  -0.66
C: -5.80843 -5.33315 9.57816  -0.63
C: 4.17977 -9.20220 5.42024  -1.52
C: 3.00345 -6.03728 -1.68564  0.49
C: -3.26649 -2.54362 -13.40092  -0.78
C: 3.36201 3.57720 14.68867  -1.38
C: 2.75840 -8.01597 13.15741  -1.37
C: 2.71798 5.73293 -9.80015  0.43
C: -3.81320 -2.80899 -9.80814  0.48
C: -7.47561 3.82523 2.05504  -0.73
C: -5.03388 4.97682 15.04508  -1.37
C: 2.74834 -8.85322 4.99824  0.43
C: 4.11591 -7.74033 12.56104  0.42
C: 3.23169 -4.10160 -9.50762  -1.55
C: 11.19657 -2.25838 -3.70271  -1.36
C: 10.79763 -2.50123 -1.14066  -0.67
C: 12.24401 -3.75834 0.38821  -0.70
C: -9.02296 -6.19019 11.64401  -1.28
C: -4.60371 7.24461 -4.31501  0.51
C: -3.67309 7.86226 -3.28008  -0.71
C: -8.15627 5.57403 -14.88389  -0.77
C: -0.10489 0.36682 -0.50038  -0.71
C: 1.83310 -9.70583 5.78919  -0.78
C: -2.26541 9.79773 -2.74513  -0.81
C: 5.57504 10.11386 1.01880  -1.34
C: -8.86523 -6.13430 -1.57531  -0.72
C: 0.17248 -0.57181 1.66638  -0.78
C: -7.25556 -5.94148 0.15968  -0.75
C: 2.94222 -1.86802 -10.80409  -0.70
C: 2.38373 6.93994 -12.47656  -0.71
C: -0.48076 -10.24525 5.82620  -0.78
H: 0.82998 -5.69100 -1.46759  0.36
H: -7.62075 -0.04776 3.82011  0.31
H: 2.53597 -2.44479 -11.63499  0.37
H: -11.03253 -5.54251 10.13640  0.24
H: -7.64496 1.72865 4.06759  0.32
H: -11.85403 -8.11508 -1.64259  0.38
H: 12.43778 -2.86627 0.98383  0.28
H: 5.87405 3.95093 15.10593  0.27
H: -5.18714 5.78081 15.76494  0.35
H: 2.53907 -9.05196 3.94714  0.34
H: 5.96188 9.21859 0.53203  0.37
H: -7.40412 3.48586 -13.40641  0.35
H: -10.10302 -6.69454 -3.72843  0.25
H: -2.80405 7.22922 -3.10081  0.40
H: -4.38318 -3.83555 -11.52799  0.35
H: -7.98987 6.41037 -15.56281  0.28
H: 2.66813 6.04103 -13.02355  0.31
H: 4.19332 3.92515 10.43316  0.31
H: 3.56548 3.97053 -9.74801  0.25
H: 2.44607 3.39128 14.12780  0.34
H: 2.81416 -7.49948 6.35132  0.29
H: 1.53826 -7.49555 5.37769  0.34
H: -0.51428 1.32201 -0.17157  0.32
H: -5.17702 5.87924 -3.03103  0.29
H: 5.23457 3.93016 12.64693  0.32
H: 1.52180 7.52289 -9.10650  0.33
H: -0.83209 -6.94710 -2.88104  0.29
H: -8.24743 3.78695 2.82377  0.27
H: -1.39324 -9.82307 5.40519  0.25
H: 4.89604 -8.42591 5.15111  0.40
H: 2.15590 -1.41941 -10.19701  0.26
H: -8.32781 -7.02057 -1.91266  0.36
H: 10.01651 -2.87622 -0.47935  0.32
H: -3.55778 3.72329 12.79627  0.39
H: 3.87298 -4.37952 10.23131  0.32
H: 2.56450 -7.42927 14.05535  0.31
H: 2.25354 -4.03777 -9.03092  0.37
H: 12.56196 6.51564 -4.97393  0.40
H: -4.12943 7.42434 -5.27981  0.30
H: 4.18719 10.43976 2.75253  0.33
H: -4.98563 -5.38176 10.29142  0.22
H: 1.93220 -7.86554 12.46253  0.34
H: -8.21904 -7.48506 9.39484  0.30
H: 2.08562 -4.30551 10.25341  0.27
H: -6.72317 4.48667 2.48450  0.27
H: 3.60464 4.63339 14.57158  0.33
H: 5.57846 2.22626 12.43588  0.35
H: 13.27808 4.01625 -7.54825  0.23
H: 10.97987 -1.45081 -0.91367  0.35
H: 4.52562 -10.06980 4.85833  0.38
H: 3.11897 3.32227 15.72020  0.38
H: -0.50000 -8.42838 -1.99086  0.30
H: 11.31671 6.70623 -6.22849  0.41
H: -0.90914 -0.34462 -0.68778  0.36
H: -9.15341 -0.64740 1.81150  0.28
H: -9.44085 2.11937 2.60432  0.21
H: -6.70005 5.25859 -10.94847  0.26
H: 11.54182 4.06074 -3.17815  0.36
H: -4.49029 -3.27739 -7.79644  0.39
H: 1.31411 -7.08497 -0.65743  0.32
H: -4.90170 -4.53569 -8.91654  0.38
H: -0.33956 -11.21604 5.35109  0.31
H: 1.94149 -9.58054 6.86654  0.29
H: 5.01487 -7.49940 14.42107  0.24
H: 4.33726 -8.38940 11.71381  0.28
H: -5.81705 -3.04662 -8.92948  0.33
H: -6.60037 7.74299 -3.47596  0.32
H: 4.20282 1.65627 14.33919  0.27
H: 1.95731 5.35849 -10.48520  0.30
H: -4.27496 4.30799 15.45103  0.35
H: 12.98515 -4.55737 0.36908  0.24
H: 11.48102 -1.20815 -3.63786  0.34
H: 3.18730 -5.71336 0.34272  0.26
H: 1.42537 6.78177 -11.98198  0.25
H: 2.46048 1.84224 -2.25825  0.37
H: -8.86566 -4.59719 10.07017  0.27
H: -5.23772 -2.28799 -11.50265  0.39
H: -10.99237 -5.72005 -1.18505  0.22
H: -8.89678 0.83541 4.62914  0.37
H: -2.88587 -1.11949 -10.08026  0.33
H: -6.87834 -6.95809 0.04870  0.32
H: -7.77588 4.71264 -15.43290  0.32
H: -2.40369 9.94019 -1.67337  0.31
H: 11.30906 -4.16551 0.77315  0.30
H: -1.30659 9.29748 -2.88114  0.32
H: 4.06156 -5.54771 12.90994  0.32
H: 2.74396 -4.47449 -0.39360  0.23
H: -7.06067 -5.63809 1.18831  0.26
H: -5.95622 8.87917 -4.55540  0.36
H: -10.37812 -5.66450 8.67388  0.22
H: -5.94413 4.37720 15.04398  0.34
H: 6.20419 10.27871 3.67551  0.24
H: -2.91568 -3.41373 -9.67838  0.26
H: -10.18000 -8.63509 -1.66473  0.31
H: 4.86274 2.19792 10.31711  0.29
H: -3.96915 5.35494 -3.82956  0.27
H: -2.42407 -2.01814 -13.85070  0.24
H: 3.09613 -5.48161 -2.61879  0.29
H: 6.05473 -7.79115 13.21311  0.25
H: -10.78706 -7.88426 -0.24300  0.34
H: 1.59684 7.09235 2.64245  0.30
H: 3.23509 8.71165 1.25999  0.37
H: 10.31265 4.04469 -5.50713  0.32
H: -11.68483 -6.70404 -3.40846  0.26
H: 10.11101 -3.74547 -2.66924  0.19
H: -7.08741 0.74011 1.08761  0.29
H: -3.66987 5.94627 13.63676  0.31
H: 3.81004 -7.89195 -1.10987  0.27
H: 6.44875 10.73790 1.20667  0.35
H: -3.21525 -3.56998 -13.76431  0.30
H: -0.41254 -8.51425 -3.64495  0.26
H: 8.63681 -2.01667 -3.46186  0.27
H: 3.00000 5.99505 2.69919  0.30
H: 12.84499 5.72893 -7.75858  0.30
H: -4.87490 3.19020 -12.25964  0.32
H: 5.12053 -6.82371 -1.54025  0.40
H: -4.07363 7.89036 -2.26673  0.33
H: 2.45007 6.75508 -7.88273  0.34
H: 4.96888 10.63449 0.27743  0.34
H: -6.46564 5.73794 13.08826  0.31
H: 12.15998 -2.76677 -3.66414  0.32
H: -4.06773 3.86906 9.29051  0.29
H: 4.69793 -2.91918 -10.39975  0.18
H: -9.31523 -7.22702 11.81033  0.34
H: -5.28261 3.50125 12.77357  0.33
H: -4.26599 -2.25415 -13.72541  0.31
H: -0.50372 -1.40545 1.47690  0.31
H: -7.92684 4.33403 1.20321  0.31
H: 4.11363 4.92070 -8.70991  0.31
H: 9.98637 6.57266 -4.16004  0.26
H: 4.23605 -9.43616 6.48334  0.35
H: 3.42659 -2.27226 -7.93294  0.25
H: 3.99278 -7.44206 -2.80831  0.31
H: 0.31242 1.55320 -3.63376  0.25
H: 3.18242 2.55556 9.89961  0.24
H: 1.98364 -10.78270 5.71311  0.48
H: 4.45699 5.79831 -11.12976  0.37
H: -0.56476 0.33009 -3.24077  0.24
H: 4.50116 6.96556 -9.89082  0.37
H: -0.49077 0.18045 2.09337  0.31
H: 0.95444 6.01422 -8.34473  0.32
H: -2.92097 3.54398 10.53199  0.32
H: 2.16410 6.59756 4.15422  0.26
H: -6.66807 3.68228 -9.69080  0.27
H: -9.23232 5.43180 -14.78389  0.30
H: 4.09696 -1.07406 -8.79974  0.25
H: 4.14082 0.55027 -12.87626  0.26
H: 5.13510 -6.02959 11.77215  0.35
H: 3.12933 -4.71104 -10.40552  0.38
H: -6.43043 -4.49411 9.88997  0.29
H: 0.84291 -0.94217 2.44193  0.27
H: 10.21455 4.96345 -2.41726  0.41
H: 6.47493 2.58523 14.64592  0.25
H: 3.42138 -1.02137 -13.38866  0.30
H: 14.07037 5.34572 -6.58406  0.28
H: 3.87584 -4.68077 -8.84600  0.39
H: 1.23301 2.73095 -1.23970  0.35
H: -8.46070 -5.33294 -2.19359  0.43
H: -5.38878 6.40014 12.08118  0.39
H: -4.84833 4.90798 -12.64848  0.33
H: 9.24991 4.20869 -4.30521  0.29
H: -6.52769 7.28295 -5.14071  0.34
H: 1.28251 -0.24701 -2.10277  0.29
H: 2.34946 1.60207 -0.60719  0.35
H: -6.64169 -5.42101 -0.57542  0.31
H: -8.06256 -6.24563 8.22405  0.37
H: -4.33649 2.61597 10.47843  0.32
H: -0.57813 -10.34275 6.90746  0.30
H: 8.31276 -2.22018 -1.97841  0.26
H: -9.81696 -5.62953 12.13730  0.35
H: -5.41447 -5.22690 8.56742  0.25
H: -7.94687 3.33496 -10.47173  0.23
H: -4.48096 4.36393 -11.00068  0.35
H: -2.05081 10.82346 -3.04500  0.28
H: 11.81168 5.63438 -2.76529  0.36
H: 2.45476 0.10492 -12.54339  0.31
H: 4.64340 7.70505 1.54196  0.35
H: -8.03929 -6.09995 12.10483  0.31
H: 10.86658 -2.44416 -4.72481  0.37
H: -8.28576 1.84925 0.38687  0.36
H: 2.66195 -9.07280 13.40624  0.38
H: -4.28225 -0.92884 -9.42622  0.27
H: 2.93983 -3.94845 11.63948  0.32
H: -10.20118 0.45126 1.22191  0.26
H: -8.61768 4.43903 -12.58363  0.35
H: 2.13103 7.72346 -13.19093  0.26
H: 5.50924 8.86375 3.95158  0.26

Summary:
- frontier orbital gap (eV) = 9.30
- 2S+1 = 1
- energy relative to the best compared isomer or geometry (same formula, charge and spin) (eV) = 9.934
- molecular weight (g/mol) = 1515.35